# C5H8O2

C5H8O2 in the gas phase (ωB97M-V/def2-TZVPD, the Open Molecules 2025 dataset).

E_LUMO   1.0 eV
Structure (SMILES)   C=C1COCCO1
2S+1   1

CARTESIAN COORDINATES (ANGSTROEM)
C1 -2.13258 -0.15935 0.54535
C2 -0.89153 -0.04919 0.04423
C3 -0.10491 -1.20545 -0.53034
O1 1.24043 -1.14918 -0.07801
C4 1.44025 0.08250 0.59654
C5 0.84542 1.35470 -0.50816
O2 -0.51628 1.23233 -0.37647
H1 -2.52434 -1.11832 0.83647
H2 -2.71939 0.72126 0.73831
H3 -0.12617 -1.18198 -1.63044
H4 -0.54273 -2.14636 -0.18654
H5 2.51728 0.25423 0.64461
H6 1.11319 0.05897 1.64457
H7 1.13722 2.38605 -0.32371
H8 1.26413 0.91981 -1.41640



# C21H33MnN5O4S4

A molecular structure, C21H33MnN5O4S4 (ωB97M-V/def2-TZVPD, the Open Molecules 2025 dataset).

E_LUMO (spin up / spin down)   -4.5 / -2.7 eV
Charge   +1
2S+1   5
Expectation value of S²   6.08

CARTESIAN COORDINATES (ANGSTROEM)
Mn1 0.06872 -0.44346 0.67295
C1 2.95897 1.73983 -0.56606
C2 1.68732 2.27887 -1.21505
S1 0.24801 2.44500 -0.13618
C3 0.86169 3.52206 1.18103
C4 0.58702 2.97603 2.58399
S2 1.04506 1.25724 2.87090
C5 2.84409 1.33777 2.69259
C6 3.41382 0.23467 1.81358
S3 2.72112 0.09743 0.15400
H1 3.33307 2.41661 0.20045
H2 3.73872 1.67335 -1.32548
H3 1.34736 1.60464 -2.00464
H4 1.89997 3.23825 -1.68854
H5 0.38789 4.49953 1.08741
H6 1.92904 3.68492 1.03876
H7 -0.47920 3.03329 2.81425
H8 1.08127 3.60633 3.32515
H9 3.29535 1.25852 3.68182
H10 3.10964 2.32137 2.30646
H11 3.22522 -0.74429 2.25808
H12 4.49625 0.34955 1.74335
C7 3.22902 -0.85075 -6.50413
C8 2.37098 -1.00002 -5.28205
C9 2.90629 -1.44916 -4.08094
C10 2.10800 -1.62449 -2.95813
C11 0.75622 -1.34186 -3.05416
C12 0.18696 -0.89547 -4.24672
C13 1.00260 -0.71974 -5.34573
S4 -0.31411 -1.54909 -1.69625
O1 -0.63147 -0.15005 -1.19827
O2 -1.44384 -2.32788 -2.09078
N1 0.50314 -2.01861 -0.43926
C14 0.36762 -3.28688 0.26684
C15 0.46566 -2.95949 1.75520
O3 0.60146 -3.78128 2.61116
O4 0.48485 -1.63164 2.03209
H13 4.28797 -0.86697 -6.25363
H14 3.01126 0.08057 -7.02656
H15 3.03634 -1.66798 -7.20146
H16 3.96285 -1.67831 -4.02112
H17 2.52945 -1.97411 -2.02632
H18 -0.87502 -0.69911 -4.31348
H19 0.57182 -0.37200 -6.27626
H20 1.16206 -3.98468 -0.00020
H21 -0.59263 -3.77253 0.07330
C16 -2.62365 1.09964 1.01067
N2 -3.99643 1.13293 1.46205
C17 -4.68547 -0.06924 0.98356
N3 -4.04968 -1.28598 1.49552
C18 -2.68170 -1.31454 1.04440
N4 -1.89384 -0.11034 1.51577
C19 -1.99447 -0.10464 3.02038
N5 -3.36738 -0.07050 3.46626
C20 -4.01505 1.12433 2.92723
C21 -4.06699 -1.25115 2.95904
H22 -2.10114 1.98556 1.37542
H23 -2.58301 1.08811 -0.07906
H24 -4.66678 -0.08607 -0.10742
H25 -5.72212 -0.04162 1.31842
H26 -2.65594 -1.32994 -0.04602
H27 -2.18595 -2.20648 1.43644
H28 -1.47785 0.77746 3.39481
H29 -1.48420 -0.99184 3.39343
H30 -3.50065 2.01420 3.29707
H31 -5.04935 1.15466 3.26998
H32 -5.10086 -1.23023 3.30336
H33 -3.58538 -2.15025 3.34671